Entry 1:
Below is an isolated molecule of C4H10N2O2 at a distorted geometry, with properties calculated with wB97M-V/def2-TZVPD.

The geometry in XYZ format:
```
18
Properties=species:S:1:pos:R:3:forces:R:3:mulliken_charge:R:1
O -1.383 -2.463 0.839 -0.3 -0.4 -0.1 -0.472
O 0.982 -0.523 -2.016 0.3 -0.4 -0.5 -0.497
N 0.463 -0.509 0.739 0.5 0.1 -0.3 -0.423
N 0.499 1.868 1.483 -0.1 -0.2 -0.1 -0.596
C -0.660 -0.405 -0.149 0.0 -0.4 -0.3 0.520
C -0.303 -0.099 -1.625 0.8 -0.2 0.3 -0.705
C 1.216 0.705 0.938 0.3 0.4 0.7 -0.660
C -1.473 -1.697 -0.075 0.3 1.0 -0.1 -0.083
H 0.194 -0.953 1.605 0.0 -0.1 0.0 0.286
H -0.969 -0.651 -2.289 -0.2 0.1 0.1 0.363
H 1.786 0.949 0.046 -0.4 0.5 -0.3 0.302
H -0.441 0.952 -1.845 0.0 0.4 0.1 0.292
H -0.232 1.498 2.084 0.0 0.3 0.1 0.277
H -1.306 0.415 0.170 -0.6 0.1 0.0 0.174
H 0.060 2.483 0.812 0.0 -0.2 -0.2 0.250
H 2.004 0.522 1.662 0.0 -0.5 0.2 0.379
H 1.713 -0.289 -1.428 -0.7 0.0 0.2 0.328
H -2.150 -1.803 -0.952 -0.1 -0.4 0.3 0.267
```
Forces are in eV/Å.

Computed properties:
Largest force on an atom in eV Å⁻¹: 1.07
HOMO level in hartree: -0.340
ΔE to the lowest compared entry with this formula, charge and spin in kcal/mol: 63.1
HOMO-LUMO gap in eV: 9.95

Entry 2:
Below is a cluster of 2 separate species, CH5N2S in total at a distorted geometry, with properties calculated with wB97M-V/def2-TZVPD.

The geometry in XYZ format:
```
9
Properties=species:S:1:pos:R:3:forces:R:3:mulliken_charge:R:1
S 1.888 -0.414 0.037 0.6 -1.2 0.0 -0.041
N -1.112 -0.725 -0.163 -0.3 -0.2 0.0 -0.113
N 1.088 0.975 0.041 -3.6 0.3 0.5 -0.353
C -0.952 0.506 -0.038 3.3 0.9 -0.2 0.152
H -1.669 1.302 0.042 -0.4 0.0 0.0 0.368
H -2.012 -1.206 -0.224 0.1 0.1 0.1 0.290
H 1.917 -0.573 1.384 0.1 0.0 -0.2 0.246
H 1.107 1.452 -0.855 0.1 0.0 -0.3 0.317
H -0.254 -1.316 -0.223 0.1 0.0 0.0 0.135
```
Forces are in eV/Å.

Computed properties:
Largest force on an atom in eV Å⁻¹: 3.65
HOMO level in hartree: -0.527
ΔE to the lowest compared entry with this formula, charge and spin in kcal/mol: 75.9
Total charge: +1
HOMO-LUMO gap in eV: 9.24

Entry 3:
Below is a cluster of 2 separate species, H14Si6 in total at a distorted geometry, with properties calculated with wB97M-V/def2-TZVPD.

The geometry in XYZ format:
```
20
Properties=species:S:1:pos:R:3:forces:R:3:mulliken_charge:R:1
Si 1.357 -2.273 -1.401 1.1 -1.7 -1.5 0.217
Si -1.770 0.882 -2.089 -1.9 -0.1 1.1 0.522
Si -0.697 2.832 0.955 1.3 2.6 1.9 0.192
Si 1.505 -0.550 0.112 0.2 1.4 0.0 0.112
Si -0.131 1.226 -0.540 0.4 -2.6 0.8 0.073
Si 1.192 -0.972 2.388 0.8 -2.5 -0.4 0.420
H -2.162 2.050 -2.792 0.1 1.4 -0.6 -0.166
H -0.700 -1.130 0.375 0.3 1.7 -0.6 -0.140
H 2.895 -2.874 -1.603 -2.1 0.5 0.5 -0.071
H -3.162 0.440 -1.684 0.7 0.0 0.4 -0.107
H 0.508 3.181 1.902 -0.6 -0.6 -0.9 -0.083
H 0.508 0.252 2.629 -0.8 0.7 0.8 -0.168
H -1.316 -0.042 -3.016 0.8 -1.4 -1.4 -0.186
H 0.475 -2.356 2.516 0.1 1.4 -0.1 -0.072
H 2.807 0.288 0.011 -0.6 -0.7 -0.2 -0.109
H -1.675 2.721 2.080 -0.4 -0.2 -0.7 -0.093
H 0.261 -3.360 -1.066 1.2 1.0 -0.1 -0.059
H -0.742 4.232 0.224 -0.4 -1.4 0.4 -0.076
H 2.429 -1.207 3.236 -0.4 0.5 -0.4 -0.114
H 1.082 -1.841 -2.851 0.0 0.0 1.0 -0.091
```
Forces are in eV/Å.

Computed properties:
Largest force on an atom in eV Å⁻¹: 3.49
HOMO level (alpha / beta) in hartree: -0.324 / -0.305
ΔE to the lowest compared entry with this formula, charge and spin in kcal/mol: 70.5
HOMO-LUMO gap (alpha / beta) in eV: 6.97 / 6.42

Entry 4:
Below is a cluster of 2 separate species, C3HO3 in total at a distorted geometry, with properties calculated with wB97M-V/def2-TZVPD.

The geometry in XYZ format:
```
7
Properties=species:S:1:pos:R:3:forces:R:3:mulliken_charge:R:1
O 2.756 -1.039 -0.503 1.9 -2.3 -1.2 -0.579
O 2.801 0.982 0.517 1.1 0.9 0.4 -0.610
O -3.652 0.259 -0.149 -1.6 -0.3 0.2 -0.305
C 0.764 0.017 -0.001 4.6 0.5 -0.2 0.209
C 2.370 -0.023 -0.020 -4.0 1.3 0.8 0.496
C -0.459 -0.126 0.080 -3.6 -0.4 0.2 -0.512
H -4.580 -0.071 0.076 1.5 0.4 -0.3 0.302
```
Forces are in eV/Å.

Computed properties:
Largest force on an atom in eV Å⁻¹: 4.65
HOMO level (alpha / beta) in hartree: -0.189 / -0.176
ΔE to the lowest compared entry with this formula, charge and spin in kcal/mol: 159.3
Total charge: -1
HOMO-LUMO gap (alpha / beta) in eV: 6.24 / 6.80

Question: Which of these has the highest largest force on an atom?
Answer: C3HO3

Copy entry 4 word for word.
Below is a cluster of 2 separate species, C3HO3 in total at a distorted geometry, with properties calculated with wB97M-V/def2-TZVPD.

The geometry in XYZ format:
```
7
Properties=species:S:1:pos:R:3:forces:R:3:mulliken_charge:R:1
O 2.756 -1.039 -0.503 1.9 -2.3 -1.2 -0.579
O 2.801 0.982 0.517 1.1 0.9 0.4 -0.610
O -3.652 0.259 -0.149 -1.6 -0.3 0.2 -0.305
C 0.764 0.017 -0.001 4.6 0.5 -0.2 0.209
C 2.370 -0.023 -0.020 -4.0 1.3 0.8 0.496
C -0.459 -0.126 0.080 -3.6 -0.4 0.2 -0.512
H -4.580 -0.071 0.076 1.5 0.4 -0.3 0.302
```
Forces are in eV/Å.

Computed properties:
Largest force on an atom in eV Å⁻¹: 4.65
HOMO level (alpha / beta) in hartree: -0.189 / -0.176
ΔE to the lowest compared entry with this formula, charge and spin in kcal/mol: 159.3
Total charge: -1
HOMO-LUMO gap (alpha / beta) in eV: 6.24 / 6.80

Question: Which value of largest force on an atom does entry 2 give?
Answer: 3.65 eV Å⁻¹

Repeat the second record exactly.
Below is a cluster of 2 separate species, CH5N2S in total at a distorted geometry, with properties calculated with wB97M-V/def2-TZVPD.

The geometry in XYZ format:
```
9
Properties=species:S:1:pos:R:3:forces:R:3:mulliken_charge:R:1
S 1.888 -0.414 0.037 0.6 -1.2 0.0 -0.041
N -1.112 -0.725 -0.163 -0.3 -0.2 0.0 -0.113
N 1.088 0.975 0.041 -3.6 0.3 0.5 -0.353
C -0.952 0.506 -0.038 3.3 0.9 -0.2 0.152
H -1.669 1.302 0.042 -0.4 0.0 0.0 0.368
H -2.012 -1.206 -0.224 0.1 0.1 0.1 0.290
H 1.917 -0.573 1.384 0.1 0.0 -0.2 0.246
H 1.107 1.452 -0.855 0.1 0.0 -0.3 0.317
H -0.254 -1.316 -0.223 0.1 0.0 0.0 0.135
```
Forces are in eV/Å.

Computed properties:
Largest force on an atom in eV Å⁻¹: 3.65
HOMO level in hartree: -0.527
ΔE to the lowest compared entry with this formula, charge and spin in kcal/mol: 75.9
Total charge: +1
HOMO-LUMO gap in eV: 9.24